Below is a cluster of 2 separate species, C10H22IN2 in total in a non-equilibrium geometry, with properties calculated with ωB97M-V/def2-TZVPD.

Results
HOMO (alpha / beta) = -12.459 / -10.793 eV
ΔE to the lowest compared entry with this formula, charge and spin = 68.1 kcal per mole
Gap between HOMO and LUMO (alpha / beta) = 9.529 / 4.813 eV
2S+1 = 1
Molecular weight = 297.2 g/mol
LUMO (alpha / beta) = -0.108 / -0.220 hartree
Net charge = +1

Geometry as XYZ:
```
35
Properties=species:S:1:pos:R:3:forces:R:3
I 4.280199 -0.008779 0.377525 -0.67 -0.07 -0.26
N -0.042783 -0.239779 -0.044680 -0.64 -1.06 -1.30
N 0.243899 -1.004168 1.054908 -1.30 1.26 -1.34
C -0.047610 2.043134 -1.055187 1.12 1.48 1.08
C -0.653682 1.127106 0.019646 0.84 0.97 -0.14
C -2.787158 2.440495 0.708845 0.38 -1.07 -0.29
C -0.833099 -1.954180 1.431769 0.56 0.47 -3.81
C 0.965249 -0.412358 2.137959 0.99 1.30 0.43
C 3.781474 -1.749618 -2.076202 2.37 4.20 -0.55
C -2.141897 1.309660 -0.099126 -0.73 -0.56 0.37
C -0.443943 -0.970858 -1.291023 0.69 -3.86 1.71
C 3.102612 -0.815569 -1.140813 2.92 0.06 0.05
C -3.246365 1.019760 0.866139 3.06 -0.58 3.48
H 0.062848 3.087142 -0.604394 -0.15 -1.39 -0.57
H 0.366921 -0.148774 3.012903 -0.44 -0.34 -0.07
H -2.520863 1.124818 -1.087878 0.19 0.53 -0.56
H -0.519035 2.208870 -2.021664 -0.51 -0.59 0.19
H 1.354408 0.554213 1.782152 0.51 -0.63 0.21
H 0.945159 1.664463 -1.215418 0.73 0.17 -0.36
H 3.378499 -1.479311 -3.032254 -0.21 -0.14 -1.00
H 3.486077 -2.694748 -1.860964 -0.25 -3.24 0.58
H -1.722947 -1.303327 1.319787 -0.11 -1.16 -0.25
H -3.335499 3.201166 0.199492 -0.44 0.16 -0.22
H -1.400953 -1.531052 -1.032121 0.86 0.84 -0.72
H -0.665080 -2.810164 0.699220 -1.16 0.65 1.55
H -0.564546 -0.375610 -2.194272 0.22 0.34 0.51
H 1.772903 -1.103305 2.483106 -0.50 0.61 -0.50
H 4.903659 -1.519508 -2.142598 -1.62 -0.95 0.20
H -0.711106 -2.113664 2.437150 0.39 -1.24 2.23
H -2.205427 2.776576 1.555922 0.08 0.20 -0.12
H -2.888578 0.525274 1.854506 -0.90 1.01 -1.55
H -0.243869 1.459454 0.953017 -0.36 0.61 0.68
H -4.123231 0.603684 0.522221 -1.83 -0.46 -0.86
H 2.108480 -1.039424 -1.051671 -2.32 0.16 0.96
H 0.345272 -1.871636 -1.466004 -1.76 2.30 0.23
```
Forces are in eV/Å.

=====

Below is a cluster of 2 separate species, C10H22N4O3 in total in a non-equilibrium geometry, with properties calculated with ωB97M-V/def2-TZVPD.

Results
HOMO = -8.810 eV
Gap between HOMO and LUMO = 9.484 eV
2S+1 = 1
Molecular weight = 246.3 g/mol
LUMO = 0.025 hartree
Net charge = 0

Geometry as XYZ:
```
39
Properties=species:S:1:pos:R:3:forces:R:3
O -1.889901 1.103447 -1.757300 0.03 -0.09 -0.03
O 3.387756 -2.283515 0.324125 1.44 2.34 0.68
O 4.037506 -0.965212 -1.412759 -1.03 -0.31 4.46
N -3.896615 1.834769 -1.086808 0.32 -0.17 -0.45
N 0.011503 -2.100925 -0.686217 -0.34 1.35 0.56
N -1.028857 -2.761227 1.349726 1.03 2.58 -1.71
N -0.937926 -0.365231 0.989762 0.95 -0.54 -0.83
C -3.604195 1.142939 -3.425529 0.08 -0.06 -0.17
C 3.821440 -1.029645 -0.173125 0.75 0.21 -4.07
C 2.779408 0.693644 1.612212 0.25 -0.02 -0.10
C -5.293964 2.188161 -1.216580 0.16 0.07 0.47
C -3.056470 1.352929 -2.040477 0.20 0.03 0.43
C -0.665825 -1.755910 0.574247 -0.78 -1.93 1.55
C 4.019181 0.301459 0.678968 -0.13 0.41 0.03
C 3.991761 -2.614747 1.598758 -0.43 -1.36 1.56
C 0.197568 0.230816 1.754558 -0.17 1.25 0.15
C 1.382342 0.828157 0.831880 0.13 0.38 0.49
H -5.407991 3.240870 -0.948974 -0.26 -0.03 -0.11
H 1.397512 0.381156 -0.223213 0.04 0.31 1.61
H -5.868358 1.579113 -0.515276 -0.21 0.10 -0.15
H -4.418541 0.415726 -3.401803 -0.06 0.15 -0.07
H 5.026909 0.267904 1.241231 -1.69 -0.15 -0.64
H 1.168084 1.952481 0.680861 0.31 -1.77 0.12
H 0.556256 -0.498877 2.551459 -0.34 0.79 -1.24
H 5.077766 -2.960343 1.521799 -1.39 0.73 -0.25
H 3.012631 1.720581 2.080840 -0.23 -1.77 -0.48
H 4.136722 1.157820 -0.082905 -0.14 -1.66 0.90
H -1.486556 -2.397728 2.201143 0.26 0.10 -0.57
H -0.220313 -1.424580 -1.438272 0.02 -0.40 0.79
H 3.892113 -1.797743 2.385366 0.21 -0.88 -1.21
H -3.954321 2.090880 -3.839444 -0.14 -0.12 -0.01
H 1.031154 -2.011962 -0.563009 -0.55 -0.32 0.09
H -2.815208 0.755753 -4.070422 -0.03 0.06 0.20
H -3.455527 1.947918 -0.184638 -0.09 -0.03 -0.08
H -5.667740 2.028353 -2.225569 0.13 -0.01 0.09
H 3.405397 -3.521205 2.005067 0.84 1.47 -0.75
H 2.661955 -0.099197 2.430482 0.18 1.29 -1.01
H -1.086045 0.236146 0.158081 0.01 -0.56 0.43
H -0.240610 1.137025 2.321757 0.67 -1.45 -0.70
```
Forces are in eV/Å.

=====

Below is a cluster of 2 separate species, C10H22NO in total in a non-equilibrium geometry, with properties calculated with ωB97M-V/def2-TZVPD.

Results
HOMO = -11.373 eV
ΔE to the lowest compared entry with this formula, charge and spin = 73.0 kcal per mole
Gap between HOMO and LUMO = 8.449 eV
2S+1 = 1
Molecular weight = 172.3 g/mol
LUMO = -0.107 hartree
Net charge = +1

Geometry as XYZ:
```
34
Properties=species:S:1:pos:R:3:forces:R:3
O -0.927391 -0.707511 1.470530 -0.81 -3.15 -0.50
N 1.472146 -0.770119 0.426200 -0.89 0.05 -0.54
C 1.728913 -1.972819 -0.357693 3.04 -0.79 -0.03
C -2.457014 0.484935 -1.788721 1.03 3.48 -0.99
C 1.266648 1.680391 -0.241614 0.22 -1.21 -1.21
C 2.665534 -0.436726 1.255714 1.96 1.68 -1.55
C -1.346400 1.503188 1.017170 1.14 -1.17 -0.93
C -1.209017 -2.260566 1.255058 2.37 2.22 -0.10
C 0.913994 0.259557 -0.492046 -2.97 1.42 3.59
C 0.954924 2.642549 -1.143917 -1.50 -3.96 -0.04
C -1.150554 0.100858 0.402309 0.83 2.28 -0.65
C -2.066628 -0.386148 -0.706022 0.99 -2.58 1.17
H 0.718771 -1.045924 1.111956 0.22 0.88 -0.13
H -1.502625 0.815617 -2.292245 -1.22 -0.28 -0.27
H 3.677593 -0.542380 0.671458 -2.12 -0.08 0.75
H -1.335751 2.385366 0.398965 0.29 -0.10 -0.63
H -2.252693 -2.474640 1.177754 -0.58 0.17 -0.07
H 2.657052 0.678416 1.521811 -0.17 -2.31 0.45
H -3.014038 -0.675215 -0.256766 0.05 -0.71 0.53
H -3.202705 0.037836 -2.450433 0.43 0.09 -0.03
H -0.650892 -2.465928 0.281842 -0.99 -0.39 1.71
H 2.499711 -1.621091 -1.035090 -0.21 -0.40 -0.80
H -2.262227 1.518184 1.523306 -1.52 -0.17 0.92
H 0.577853 -0.063549 -1.438094 0.46 -0.54 -0.94
H -2.868797 1.425758 -1.353894 -0.04 -0.52 -0.53
H 2.274885 -2.737760 0.217589 -0.52 0.28 0.31
H 1.595482 3.409788 -1.168408 1.45 3.64 0.13
H 1.900318 1.815638 0.664237 -0.56 0.74 -1.29
H 2.617309 -1.189943 2.014626 0.42 0.22 0.98
H -1.542789 -1.253832 -1.187702 -0.80 0.18 0.64
H 0.917475 -2.462342 -0.839249 -0.84 0.29 -0.42
H 0.280389 2.448695 -2.029347 0.97 0.15 1.13
H -0.769622 -2.672215 2.196095 -0.30 0.11 -1.10
H -0.549283 1.555172 1.739836 0.16 0.48 0.44
```
Forces are in eV/Å.

=====

Below is a structure of composition C10H22NOP in a non-equilibrium geometry, with properties calculated with ωB97M-V/def2-TZVPD.

Results
HOMO (alpha / beta) = -8.426 / -7.306 eV
ΔE to the lowest compared entry with this formula, charge and spin = 94.6 kcal per mole
Gap between HOMO and LUMO (alpha / beta) = 7.990 / 7.033 eV
2S+1 = 1
Molecular weight = 203.3 g/mol
LUMO (alpha / beta) = -0.016 / -0.010 hartree
Net charge = 0

Geometry as XYZ:
```
35
Properties=species:S:1:pos:R:3:forces:R:3
P -0.048747 -0.687638 -0.548570 1.63 1.83 0.54
O -0.568689 -1.932840 -1.104383 -0.75 -1.35 -0.95
N 1.894775 0.183471 -2.181184 -1.73 1.85 2.51
C -1.487429 0.907891 2.566600 1.76 1.10 0.79
C -1.251385 0.682642 -0.182126 -0.72 -1.54 0.46
C 0.053650 -0.724434 1.311253 0.82 1.07 -0.07
C 1.296597 -0.022364 1.840237 -0.54 2.99 0.76
C -0.852996 2.085066 -0.354756 -0.24 1.80 0.43
C -1.267853 0.136400 1.285829 -0.56 -3.56 0.75
C -0.022037 -2.060104 1.938342 1.38 -2.82 1.66
C 2.960469 -0.586022 -1.894292 3.38 -3.81 1.44
C 1.224287 0.038798 -3.369402 0.46 -0.28 -3.05
C -2.547017 0.393463 -0.864085 -0.49 -1.33 -1.08
H 3.496191 -0.982728 -2.848826 -0.56 0.57 1.49
H 1.953259 0.534993 -4.205238 -1.81 -0.78 1.50
H 0.023438 -2.893534 1.150366 0.11 1.02 1.25
H 0.868502 -2.187321 2.755601 -2.00 0.01 -2.13
H 2.643499 -1.539606 -1.285563 0.56 1.10 -1.32
H -0.238052 2.121529 -1.239410 0.33 0.67 -0.29
H -0.936990 -2.253112 2.528641 0.21 0.28 -0.36
H -2.549042 0.086279 -1.937598 0.62 0.77 0.47
H -1.284778 1.968730 2.357308 -0.15 -0.04 0.28
H -0.657022 0.637589 3.382571 -2.34 0.31 -1.54
H 1.238084 0.190766 3.045654 0.38 -0.69 -3.09
H -2.914413 -0.550439 -0.425302 -0.80 0.90 0.08
H -3.058370 1.340434 -0.755891 -1.34 -0.45 0.07
H 1.026696 -1.029563 -3.793420 0.09 1.49 0.92
H -2.015360 -0.761015 1.347705 0.82 1.76 -0.57
H -1.752308 2.826292 -0.458914 1.61 -1.38 0.26
H 2.162506 -0.597352 1.533438 0.30 -0.07 0.48
H 0.323045 0.629993 -3.163674 -0.19 -0.27 -1.35
H -2.531119 0.833138 2.889694 0.46 -0.08 0.35
H 3.711046 -0.131295 -1.145966 -0.94 -0.21 -1.37
H -0.270736 2.340895 0.540453 0.11 0.62 -0.55
H 1.378300 1.000999 1.284909 0.14 -1.47 1.21
```
Forces are in eV/Å.

=====

molecular weight of number 4 (C10H22NOP)? 203.3 g/mol

=====

Please write out number 1 again, unchanged.
Below is a cluster of 2 separate species, C10H22IN2 in total in a non-equilibrium geometry, with properties calculated with ωB97M-V/def2-TZVPD.

Results
HOMO (alpha / beta) = -12.459 / -10.793 eV
ΔE to the lowest compared entry with this formula, charge and spin = 68.1 kcal per mole
Gap between HOMO and LUMO (alpha / beta) = 9.529 / 4.813 eV
2S+1 = 1
Molecular weight = 297.2 g/mol
LUMO (alpha / beta) = -0.108 / -0.220 hartree
Net charge = +1

Geometry as XYZ:
```
35
Properties=species:S:1:pos:R:3:forces:R:3
I 4.280199 -0.008779 0.377525 -0.67 -0.07 -0.26
N -0.042783 -0.239779 -0.044680 -0.64 -1.06 -1.30
N 0.243899 -1.004168 1.054908 -1.30 1.26 -1.34
C -0.047610 2.043134 -1.055187 1.12 1.48 1.08
C -0.653682 1.127106 0.019646 0.84 0.97 -0.14
C -2.787158 2.440495 0.708845 0.38 -1.07 -0.29
C -0.833099 -1.954180 1.431769 0.56 0.47 -3.81
C 0.965249 -0.412358 2.137959 0.99 1.30 0.43
C 3.781474 -1.749618 -2.076202 2.37 4.20 -0.55
C -2.141897 1.309660 -0.099126 -0.73 -0.56 0.37
C -0.443943 -0.970858 -1.291023 0.69 -3.86 1.71
C 3.102612 -0.815569 -1.140813 2.92 0.06 0.05
C -3.246365 1.019760 0.866139 3.06 -0.58 3.48
H 0.062848 3.087142 -0.604394 -0.15 -1.39 -0.57
H 0.366921 -0.148774 3.012903 -0.44 -0.34 -0.07
H -2.520863 1.124818 -1.087878 0.19 0.53 -0.56
H -0.519035 2.208870 -2.021664 -0.51 -0.59 0.19
H 1.354408 0.554213 1.782152 0.51 -0.63 0.21
H 0.945159 1.664463 -1.215418 0.73 0.17 -0.36
H 3.378499 -1.479311 -3.032254 -0.21 -0.14 -1.00
H 3.486077 -2.694748 -1.860964 -0.25 -3.24 0.58
H -1.722947 -1.303327 1.319787 -0.11 -1.16 -0.25
H -3.335499 3.201166 0.199492 -0.44 0.16 -0.22
H -1.400953 -1.531052 -1.032121 0.86 0.84 -0.72
H -0.665080 -2.810164 0.699220 -1.16 0.65 1.55
H -0.564546 -0.375610 -2.194272 0.22 0.34 0.51
H 1.772903 -1.103305 2.483106 -0.50 0.61 -0.50
H 4.903659 -1.519508 -2.142598 -1.62 -0.95 0.20
H -0.711106 -2.113664 2.437150 0.39 -1.24 2.23
H -2.205427 2.776576 1.555922 0.08 0.20 -0.12
H -2.888578 0.525274 1.854506 -0.90 1.01 -1.55
H -0.243869 1.459454 0.953017 -0.36 0.61 0.68
H -4.123231 0.603684 0.522221 -1.83 -0.46 -0.86
H 2.108480 -1.039424 -1.051671 -2.32 0.16 0.96
H 0.345272 -1.871636 -1.466004 -1.76 2.30 0.23
```
Forces are in eV/Å.

=====

Which value of 2S+1 does entry 2 give? 1

=====

Please write out number 4 again, unchanged.
Below is a structure of composition C10H22NOP in a non-equilibrium geometry, with properties calculated with ωB97M-V/def2-TZVPD.

Results
HOMO (alpha / beta) = -8.426 / -7.306 eV
ΔE to the lowest compared entry with this formula, charge and spin = 94.6 kcal per mole
Gap between HOMO and LUMO (alpha / beta) = 7.990 / 7.033 eV
2S+1 = 1
Molecular weight = 203.3 g/mol
LUMO (alpha / beta) = -0.016 / -0.010 hartree
Net charge = 0

Geometry as XYZ:
```
35
Properties=species:S:1:pos:R:3:forces:R:3
P -0.048747 -0.687638 -0.548570 1.63 1.83 0.54
O -0.568689 -1.932840 -1.104383 -0.75 -1.35 -0.95
N 1.894775 0.183471 -2.181184 -1.73 1.85 2.51
C -1.487429 0.907891 2.566600 1.76 1.10 0.79
C -1.251385 0.682642 -0.182126 -0.72 -1.54 0.46
C 0.053650 -0.724434 1.311253 0.82 1.07 -0.07
C 1.296597 -0.022364 1.840237 -0.54 2.99 0.76
C -0.852996 2.085066 -0.354756 -0.24 1.80 0.43
C -1.267853 0.136400 1.285829 -0.56 -3.56 0.75
C -0.022037 -2.060104 1.938342 1.38 -2.82 1.66
C 2.960469 -0.586022 -1.894292 3.38 -3.81 1.44
C 1.224287 0.038798 -3.369402 0.46 -0.28 -3.05
C -2.547017 0.393463 -0.864085 -0.49 -1.33 -1.08
H 3.496191 -0.982728 -2.848826 -0.56 0.57 1.49
H 1.953259 0.534993 -4.205238 -1.81 -0.78 1.50
H 0.023438 -2.893534 1.150366 0.11 1.02 1.25
H 0.868502 -2.187321 2.755601 -2.00 0.01 -2.13
H 2.643499 -1.539606 -1.285563 0.56 1.10 -1.32
H -0.238052 2.121529 -1.239410 0.33 0.67 -0.29
H -0.936990 -2.253112 2.528641 0.21 0.28 -0.36
H -2.549042 0.086279 -1.937598 0.62 0.77 0.47
H -1.284778 1.968730 2.357308 -0.15 -0.04 0.28
H -0.657022 0.637589 3.382571 -2.34 0.31 -1.54
H 1.238084 0.190766 3.045654 0.38 -0.69 -3.09
H -2.914413 -0.550439 -0.425302 -0.80 0.90 0.08
H -3.058370 1.340434 -0.755891 -1.34 -0.45 0.07
H 1.026696 -1.029563 -3.793420 0.09 1.49 0.92
H -2.015360 -0.761015 1.347705 0.82 1.76 -0.57
H -1.752308 2.826292 -0.458914 1.61 -1.38 0.26
H 2.162506 -0.597352 1.533438 0.30 -0.07 0.48
H 0.323045 0.629993 -3.163674 -0.19 -0.27 -1.35
H -2.531119 0.833138 2.889694 0.46 -0.08 0.35
H 3.711046 -0.131295 -1.145966 -0.94 -0.21 -1.37
H -0.270736 2.340895 0.540453 0.11 0.62 -0.55
H 1.378300 1.000999 1.284909 0.14 -1.47 1.21
```
Forces are in eV/Å.